Formula: H12O6
Source: OMol25
Level of theory: ωB97M-V/def2-TZVPD

Geometry as XYZ:
```
18
Properties=species:S:1:pos:R:3:forces:R:3:mulliken_charge:R:1
H 1.0737 -0.6759 -0.8314 0.058 0.009 -0.076 0.320
H 1.1520 0.8403 -0.7618 0.150 -0.185 -0.159 0.246
H -2.2494 -1.2575 2.1183 -0.042 -0.022 -0.061 0.260
H -0.8942 -0.8487 1.5649 0.018 -0.173 0.188 0.308
H 1.9989 3.4158 0.7698 0.014 0.040 -0.059 0.333
H 1.1117 2.7708 -0.2823 0.060 0.298 0.082 0.279
H -1.2991 0.9045 0.3201 -0.299 0.015 0.089 0.272
H -2.3118 1.5501 -0.6114 -0.095 0.235 0.025 0.277
H 3.2807 -2.4712 0.0478 0.106 0.083 -0.054 0.301
H 4.6259 -2.2474 0.7188 0.006 0.030 -0.106 0.314
H -3.5932 -0.7011 -1.8072 -0.082 -0.064 0.123 0.285
H -2.6685 -1.5863 -0.9878 -0.100 0.145 0.294 0.293
O 1.6501 0.0431 -0.5489 -0.311 0.052 0.158 -0.579
O -1.8252 -0.9137 1.3240 0.598 -1.199 0.789 -0.573
O 1.5765 3.5903 -0.0788 -0.072 -0.187 0.037 -0.614
O -2.2474 1.0151 0.1877 0.167 1.330 -0.919 -0.507
O 4.1851 -2.1936 -0.1366 -0.057 -0.136 0.168 -0.615
O -3.5657 -1.2346 -1.0050 -0.117 -0.268 -0.520 -0.599
```
Positions in Å, forces in eV/Å.

Properties
* net charge: 0
* SMILES: O.O.O.O.O.O
* electronic energy: -12478.439 eV
* frontier orbital gap: 0.3847 Eh

---

Formula: H12O6
Source: OMol25
Level of theory: ωB97M-V/def2-TZVPD

Geometry as XYZ:
```
18
Properties=species:S:1:pos:R:3:forces:R:3:mulliken_charge:R:1
O 0.1500 0.1551 0.2676 0.367 -0.033 0.148 -0.682
H -0.7908 0.0476 0.1276 -0.361 -0.004 -0.380 0.212
H 0.2355 0.3209 1.2064 -0.059 0.183 0.394 0.443
O -0.2240 0.7333 3.0873 0.031 -0.160 -0.091 -0.592
H -1.1716 0.6061 3.0422 -0.295 -0.070 0.003 0.277
H -0.0883 1.2456 3.8844 0.210 0.205 0.168 0.285
O -2.2067 -0.1739 -1.0267 -0.078 -0.198 -0.059 -0.682
H -2.5468 0.5182 -1.5938 0.021 0.369 -0.168 0.310
H -2.9812 -0.6710 -0.7637 -0.230 -0.257 0.102 0.295
O 1.9338 0.4127 -1.8748 0.519 0.298 -0.376 -0.626
H 1.3230 0.5926 -1.1602 -0.249 -0.092 0.353 0.395
H 1.6561 -0.4358 -2.2200 -0.149 -0.167 -0.164 0.286
O 2.7324 0.0668 2.3024 0.321 0.072 0.106 -0.623
H 2.0258 0.3074 1.7031 0.070 0.014 -0.244 0.358
H 2.2892 -0.3517 3.0404 -0.135 -0.116 0.143 0.310
O -0.4109 -1.2520 -3.3715 0.206 -0.189 -0.115 -0.611
H -0.9272 -1.1392 -2.5734 -0.159 0.086 0.415 0.359
H -0.9985 -0.9827 -4.0775 -0.032 0.059 -0.235 0.286
```
Positions in Å, forces in eV/Å.

Properties
* net charge: 0
* SMILES: O.O.O.O.O.O
* electronic energy: -12479.798 eV
* frontier orbital gap: 0.3592 Eh

---

Formula: H12O6
Source: OMol25
Level of theory: ωB97M-V/def2-TZVPD

Geometry as XYZ:
```
18
Properties=species:S:1:pos:R:3:forces:R:3:mulliken_charge:R:1
O 7.9317 4.3393 6.9355 -1.256 -2.652 0.882 -0.711
H 8.0607 3.3506 6.8734 0.591 1.393 -0.369 0.365
H 6.9932 4.2336 7.2158 0.100 1.045 0.113 0.302
O 5.2971 5.2311 5.1985 -0.464 0.794 1.147 -0.715
H 4.5536 4.9518 4.6793 -0.153 -0.300 -0.728 0.314
H 6.0887 4.7956 4.8994 0.495 -0.670 -0.648 0.395
O 7.2269 3.2658 3.8076 -0.168 0.114 0.166 -0.641
H 8.0092 3.8350 3.8228 0.301 0.083 0.332 0.372
H 7.0558 3.1030 2.8817 -0.124 -0.096 -0.291 0.310
O 5.0108 3.8159 7.6226 -0.193 0.216 -0.983 -0.683
H 4.7834 4.1871 6.7259 0.491 -0.173 1.010 0.373
H 4.4522 4.2959 8.2403 0.056 0.031 0.036 0.314
O 9.3021 4.8601 4.8361 0.858 0.584 1.012 -0.672
H 10.2668 4.9554 4.8288 -0.311 -0.048 -0.363 0.275
H 9.0964 5.0862 5.7841 -0.239 -0.414 -1.229 0.384
O 10.3885 5.3149 8.1273 1.074 0.993 -0.246 -0.600
H 11.2438 4.9115 8.2901 0.095 0.003 0.062 0.306
H 9.7581 4.6309 8.2497 -1.153 -0.903 0.097 0.311
```
Positions in Å, forces in eV/Å.

Properties
* net charge: 0
* SMILES: O.O.O.O.O.O
* electronic energy: -12480.166 eV
* frontier orbital gap: 0.4328 Eh

---

Formula: H12O6
Source: OMol25
Level of theory: ωB97M-V/def2-TZVPD

Geometry as XYZ:
```
18
Properties=species:S:1:pos:R:3:forces:R:3:mulliken_charge:R:1
O 2.8495 2.6442 -0.1692 -0.369 -0.228 -0.261 -0.638
H 2.4699 2.9253 -1.0108 0.177 0.274 0.041 0.328
H 2.4277 1.7821 -0.0794 0.110 -0.141 0.148 0.305
O 0.8574 -0.5279 2.2858 -0.206 -0.221 -0.091 -0.582
H 1.5628 0.1212 2.2329 0.127 -0.050 0.166 0.302
H 0.9663 -1.0088 3.1114 0.165 0.247 0.130 0.292
O -1.6294 2.1753 0.7951 0.157 -0.284 -0.529 -0.638
H -0.7093 1.9246 0.6590 0.168 0.319 0.462 0.318
H -1.9496 2.1487 -0.1159 -0.304 0.202 0.128 0.339
O -0.4375 -2.0515 0.2368 -0.286 -0.617 0.073 -0.599
H 0.2141 -2.2079 -0.4517 0.089 0.004 0.027 0.348
H 0.0604 -2.0758 1.0592 0.083 0.366 0.061 0.240
O -1.8193 -2.3561 -2.1106 -0.123 -0.495 0.771 -0.658
H -2.1988 -2.0834 -1.2623 -0.100 0.648 -0.199 0.333
H -1.5722 -3.2397 -1.7983 0.247 -0.087 -0.680 0.326
O 0.1267 0.3220 -1.0728 -0.194 0.371 -0.048 -0.581
H -0.2644 -0.4543 -1.4874 0.100 -0.090 -0.355 0.242
H -0.4934 0.4365 -0.3429 0.158 -0.219 0.157 0.323
```
Positions in Å, forces in eV/Å.

Properties
* net charge: 0
* SMILES: O.O.O.O.O.O
* electronic energy: -12479.494 eV
* frontier orbital gap: 0.4202 Eh

---

Formula: H12O6
Source: OMol25
Level of theory: ωB97M-V/def2-TZVPD

Geometry as XYZ:
```
18
Properties=species:S:1:pos:R:3:forces:R:3:mulliken_charge:R:1
O 1.9072 -1.2005 -2.5215 1.008 -0.463 -0.377 -0.646
H 1.2317 -0.7821 -2.0098 -0.757 0.291 0.343 0.309
H 2.1221 -1.9976 -2.0168 -0.265 0.072 -0.217 0.346
O 0.0451 -3.2341 -1.1098 0.680 -0.957 0.242 -0.622
H 0.0556 -3.6197 -0.2219 -0.071 0.128 -0.323 0.315
H -0.3763 -2.3927 -0.9960 -0.663 0.639 0.102 0.326
O -1.5885 -0.9439 -0.0806 -0.055 -0.204 0.299 -0.670
H -2.2344 -0.2632 -0.2511 -0.503 0.158 -0.212 0.335
H -0.7572 -0.5031 -0.2707 0.508 0.158 -0.105 0.431
O -0.8735 3.6604 0.3796 -0.183 0.518 -1.023 -0.639
H -1.5828 4.1108 0.8362 -0.054 -0.012 0.271 0.298
H -0.4761 3.0430 0.9762 0.221 -0.514 0.785 0.350
O -0.2166 1.3013 2.1792 1.229 0.801 -0.570 -0.664
H -1.0460 0.8807 2.2241 -1.907 -0.819 -0.310 0.326
H 0.2047 0.9713 2.9590 0.762 -0.087 0.837 0.293
O 0.9476 0.1745 -0.2786 -2.346 0.374 1.897 -0.675
H 0.7848 0.5272 0.6390 0.110 -0.285 -1.129 0.260
H 1.8528 0.2676 -0.4365 2.285 0.202 -0.510 0.327
```
Positions in Å, forces in eV/Å.

Properties
* net charge: 0
* SMILES: O.O.O.O.O.O
* electronic energy: -12479.887 eV
* frontier orbital gap: 0.3978 Eh

---

Formula: H12O6
Source: OMol25
Level of theory: ωB97M-V/def2-TZVPD

Geometry as XYZ:
```
18
Properties=species:S:1:pos:R:3:forces:R:3:mulliken_charge:R:1
O 1.4756 -0.1979 2.2322 0.106 0.183 0.280 -0.642
H 2.0837 -0.4239 1.5265 -0.067 -0.044 -0.176 0.321
H 0.6119 -0.0371 1.8345 -0.067 -0.192 -0.094 0.355
O -3.6445 -1.2264 0.8969 0.021 0.127 -0.381 -0.681
H -4.0559 -1.2424 1.7635 0.014 -0.138 0.116 0.331
H -3.4225 -2.1347 0.6680 -0.076 0.002 0.150 0.329
O -1.3029 0.2598 1.3202 -0.423 0.908 -0.912 -0.715
H -2.1007 -0.0449 0.8480 0.076 -0.786 0.467 0.342
H -1.4017 1.2079 1.1370 0.455 -0.025 0.408 0.341
O 0.5001 -2.3726 -2.3192 0.211 -0.762 -0.100 -0.643
H 0.7053 -1.5110 -1.9287 -0.734 0.080 -0.275 0.368
H -0.4510 -2.5262 -2.4157 0.499 0.648 0.234 0.293
O 0.3030 0.3971 -1.5251 -0.425 -0.766 -0.703 -0.687
H -0.0956 0.1962 -0.6713 0.385 0.618 0.314 0.375
H 0.9548 1.0966 -1.5226 0.104 0.234 0.651 0.306
O 2.8560 2.9687 -0.6697 -0.165 0.169 0.468 -0.620
H 2.4805 3.0647 0.2171 -0.020 -0.221 -0.178 0.321
H 3.4951 3.6880 -0.6891 0.107 -0.036 -0.269 0.306
```
Positions in Å, forces in eV/Å.

Properties
* net charge: 0
* SMILES: O.O.O.O.O.O
* electronic energy: -12479.842 eV
* frontier orbital gap: 0.4037 Eh